The following is a quantum chemistry calculation of C6H5NO2 in the gas phase in a non-equilibrium geometry, from OMol25.

Frontier orbital gap ... 8.47 eV
SMILES ... O=Nc1ccc(O)cc1
DFT total energy ... -436.7148 a.u.
Charge ... 0

Last column: natural (NBO) charge in e.
Element x y z (Å)
O: -3.073931 -0.250311 0.609031  -0.26
N: -2.563296 0.244039 -0.411961  0.17
C: -1.001613 0.069963 -0.263738  0.00
C: -0.389431 -1.089542 -0.193922  -0.21
C: 1.007194 -1.222614 -0.052353  -0.25
C: 1.742298 -0.039636 0.071567  0.31
O: 3.070942 -0.219554 0.143503  -0.63
C: 1.079930 1.169421 0.073141  -0.31
C: -0.223587 1.269824 -0.090268  -0.18
H: -0.938999 -2.042535 -0.285694  0.22
H: 1.420193 -2.132444 -0.144923  0.22
H: 3.466545 0.876649 0.078027  0.47
H: 1.653472 2.157087 0.238760  0.21
H: -0.922981 2.247389 -0.289275  0.24

Forces on atoms 1 to 6 (eV/Å):
0.9 1.3 -3.2
1.2 -1.8 3.8
-1.7 4.3 0.1
1.0 -4.2 0.0
-2.3 4.3 0.0
-0.7 -2.8 -0.2


The following is a quantum chemistry calculation of 2 unconnected molecules or ions with the total composition C6H5NO2 in a non-equilibrium geometry, from OMol25.

Frontier orbital gap ... 9.30 eV
DFT total energy ... -436.8172 a.u.
Charge ... 0

Last column: natural (NBO) charge in e.
Element x y z (Å)
C: -0.783781 -0.192898 -1.955808  -0.29
C: -0.801537 -0.668476 -0.658235  -0.19
C: 0.456720 0.199626 -2.195406  -0.02
C: 0.715963 -0.458230 1.321098  0.36
C: -1.142625 1.664215 3.264094  0.49
C: 0.415931 -0.445189 -0.035734  -0.04
N: 1.178127 0.036269 -1.046726  -0.46
O: 0.089359 -1.083160 2.174799  -0.53
O: -1.253320 0.815818 4.017958  -0.48
H: -1.571772 -0.156331 -2.586561  0.22
H: -1.718696 -0.960537 -0.205921  0.23
H: 1.006074 0.491406 -3.008918  0.21
H: 1.493848 0.188904 1.697529  0.12
H: 1.915709 0.568583 -0.782170  0.40

Forces on atoms 1 to 6 (eV/Å):
0.3 -0.9 1.1
-1.3 0.0 1.6
2.2 0.2 1.6
-0.6 -1.0 3.1
-0.2 -1.6 1.4
-2.3 -0.6 -3.0


The following is a quantum chemistry calculation of C6H5NO3 in the gas phase in a non-equilibrium geometry, from OMol25.

Frontier orbital gap (spin up / spin down) ... 7.20 / 8.57 eV
DFT total energy ... -511.8105 a.u.
Charge ... 0

Last column: natural (NBO) charge in e.
Element x y z (Å)
C: -0.713483 -0.817452 -2.647112  0.16
C: 0.657917 1.447645 -1.086584  -0.12
C: 0.675254 1.103932 0.155439  -0.39
C: -0.295231 -0.885108 -1.327250  0.51
C: -0.009987 -0.158208 0.706170  0.47
C: -0.561974 -0.168118 2.136039  -0.64
N: -0.904157 -0.679146 -3.762818  -0.22
O: -1.038864 -0.528563 -0.311329  -0.45
O: 0.826372 -1.516281 -0.879613  -0.20
O: 0.891670 -1.219633 0.528901  -0.23
H: 1.215719 2.114073 -1.588717  0.18
H: 1.189344 1.649944 1.010131  0.22
H: -1.579420 0.470969 2.065137  0.26
H: 0.162252 0.435198 2.602574  0.23
H: -0.515414 -1.249251 2.399031  0.25

Forces on atoms 1 to 6 (eV/Å):
0.8 -0.2 0.9
-1.8 -3.2 1.0
-0.2 0.3 2.8
0.8 1.8 1.6
-1.1 0.7 -1.7
-1.6 0.5 -2.8


The following is a quantum chemistry calculation of a molecular structure, C6H5NO3 in a non-equilibrium geometry, from OMol25.

Frontier orbital gap ... 10.84 eV
DFT total energy ... -512.0120 a.u.
Charge ... 0

Last column: natural (NBO) charge in e.
Element x y z (Å)
O: 2.178309 -2.447198 2.092820  -0.53
C: 2.814846 -3.443240 1.933108  0.81
O: 3.275178 -4.270250 2.879769  -0.47
C: 3.735771 -5.257805 1.909542  -0.05
C: 3.215624 -4.362397 0.763465  -0.45
C: 2.201138 -4.875548 -0.139046  0.13
C: 1.247783 -5.268597 -0.779946  -0.11
C: 0.041520 -5.417397 -1.449461  0.21
N: -1.055828 -5.501789 -1.821754  -0.23
H: 4.821009 -5.380795 1.962528  0.20
H: 3.207382 -6.205155 2.051159  0.21
H: 4.028681 -3.894361 0.188386  0.27
O: 1.389614 -2.661839 5.047097  -0.95
H: 1.421290 -2.788016 4.090120  0.48
H: 2.306482 -2.455336 5.300016  0.47

Forces on atoms 1 to 6 (eV/Å):
0.7 -0.4 -0.3
-1.8 0.3 -0.1
0.6 -0.2 0.4
0.0 -0.3 0.0
1.0 0.0 -0.6
-1.3 -0.3 -0.2